1.
{
  "formula": "C2H8O2Si",
  "method": "ωB97M-V/def2-TZVPD",
  "elements": ["C", "C", "O", "O", "Si", "H", "H", "H", "H", "H", "H", "H", "H"],
  "xyz": [[1.9328, -0.0046, 0.5802], [1.3616, 0.2323, -0.6526], [-3.2565, 0.1101, 0.1660], [-0.7144, 0.9244, -0.3284], [-1.7404, -0.3290, -0.1693], [1.5711, 0.7047, 1.3603], [1.9769, -1.1241, 0.8924], [3.0403, 0.1089, 0.5791], [1.2038, -0.4930, -1.4114], [1.3642, 1.1817, -1.1015], [-3.4535, 0.8780, 0.6528], [-2.3521, -1.0428, -1.4099], [-0.9337, -1.1467, 0.8425]],
  "atomic_forces_ev_per_a": [[2.1, -2.5, 4.0], [-3.8, 1.5, -2.1], [-0.8, -0.5, 0.2], [2.2, -0.9, -0.7], [1.0, -0.7, -1.1], [0.2, -0.8, -0.5], [-1.0, 1.9, -0.2], [-0.3, 0.7, -0.6], [-0.2, -1.0, -0.2], [0.3, 1.3, -0.2], [-0.3, 1.4, 1.1], [1.5, -0.1, 0.5], [-0.9, -0.2, -0.4]],
  "relative_energy_kcal_mol": 110.0,
  "total_energy_ha": -520.91055,
  "gap_ev": [8.40, 8.40],
  "charge": 0,
  "e_lumo_ev": [-0.88, -0.88],
  "fmax_ev_per_a": 5.197,
  "homo_energy_ev": [-9.2801, -9.2806]
}

2.
{
  "formula": "C2H8O4",
  "method": "ωB97M-V/def2-TZVPD",
  "elements": ["H", "O", "O", "H", "H", "C", "O", "C", "H", "H", "H", "O", "H", "H"],
  "xyz": [[0.0170, -0.5075, -0.3432], [0.2775, -1.8332, -0.8575], [-0.0941, 0.2510, 0.3456], [1.0903, -1.5825, -1.3317], [0.5632, -2.3764, -0.1077], [0.9656, 1.0252, 0.1593], [1.9010, 0.6254, -0.5134], [0.9152, 2.3804, 0.7495], [1.8982, 2.8149, 0.8510], [0.3849, 3.1803, 0.2243], [0.4887, 2.4184, 1.7450], [-3.0121, -2.3878, -0.2230], [-2.8028, -1.6779, 0.3811], [-2.5924, -2.3305, -1.0794]],
  "atomic_forces_ev_per_a": [[-0.4, 0.4, 1.4], [0.5, -0.9, -0.8], [-0.3, 0.7, -0.3], [-0.1, -0.2, 0.2], [-0.1, 0.1, -0.2], [0.1, -0.5, -1.0], [0.1, 0.3, 0.1], [0.2, 1.5, 1.0], [0.6, -0.3, -0.1], [-0.4, -0.7, -0.6], [-0.3, -0.4, 0.2], [-0.8, -1.0, 0.3], [0.4, 0.4, -0.5], [0.4, 0.6, 0.1]],
  "relative_energy_kcal_mol": 16.0,
  "total_energy_ha": -381.97252,
  "gap_ev": 10.79,
  "charge": 0,
  "e_lumo_ev": 0.44,
  "fmax_ev_per_a": 1.820,
  "homo_energy_ev": -10.3565
}

3.
{
  "formula": "C2H8OS",
  "method": "ωB97M-V/def2-TZVPD",
  "elements": ["O", "H", "H", "H", "C", "C", "S", "H", "H", "H", "H", "H"],
  "xyz": [[1.8760, 1.4650, 0.3468], [1.3455, 1.7870, -0.4038], [1.4322, 0.5968, 0.2787], [1.1396, 1.2414, -4.0461], [0.5449, -1.6148, 0.3308], [-0.5039, -0.8404, 0.9691], [-1.2440, 0.1902, -0.3204], [0.4325, -1.9300, -0.6859], [0.4828, 1.3364, -4.3778], [1.4934, -1.6549, 0.8801], [-0.0611, -0.1500, 1.7898], [-1.3243, -1.3039, 1.4544]],
  "atomic_forces_ev_per_a": [[-1.0, -0.8, -1.0], [0.4, 0.9, 0.2], [0.7, 0.1, 0.7], [0.0, 0.0, 0.0], [-0.8, 1.5, 0.6], [0.2, 1.5, 1.7], [1.5, -0.3, -0.6], [-0.1, -0.7, -0.2], [0.0, 0.0, 0.0], [0.0, 0.2, -0.8], [-0.4, -1.2, -1.1], [-0.5, -1.2, 0.5]],
  "relative_energy_kcal_mol": 110.8,
  "total_energy_ha": -554.24126,
  "gap_ev": 6.15,
  "charge": 0,
  "e_lumo_ev": -2.58,
  "fmax_ev_per_a": 2.284,
  "homo_energy_ev": -8.7281
}

4.
{
  "formula": "C2H8OS2",
  "method": "ωB97M-V/def2-TZVPD",
  "elements": ["S", "S", "H", "H", "C", "O", "C", "H", "H", "H", "H", "H", "H"],
  "xyz": [[2.6844, -3.1629, -0.2819], [4.3870, -2.3853, -1.2185], [3.4603, -3.9066, 0.5734], [4.8676, -2.0816, -0.0080], [-1.2302, 1.7774, -0.0586], [-0.5195, 0.7539, 0.7775], [-2.6003, 1.1087, -0.2263], [-1.1716, 2.7135, 0.5237], [-0.5696, 2.0502, -0.9542], [-0.6539, 0.7814, 1.7025], [-2.3368, -0.0260, -0.1850], [-3.2359, 1.1455, 0.5553], [-3.0816, 1.2317, -1.1997]],
  "atomic_forces_ev_per_a": [[0.6, -0.5, 0.4], [-0.2, -0.1, 0.3], [-0.8, 0.1, -0.5], [0.4, 0.4, -0.2], [1.1, -0.6, 1.8], [1.1, 0.5, -2.8], [2.9, -2.6, -3.5], [-0.7, -0.2, -0.2], [-1.2, -1.2, 0.9], [-0.6, 0.8, 1.3], [-0.3, 1.8, -0.5], [-2.1, 1.1, 2.6], [-0.1, 0.4, 0.3]],
  "relative_energy_kcal_mol": 43.1,
  "total_energy_ha": -952.54491,
  "gap_ev": 9.19,
  "charge": 0,
  "e_lumo_ev": 0.38,
  "fmax_ev_per_a": 5.206,
  "homo_energy_ev": -8.8065
}